# 1
Formula: C2H5ClN2
Source: the OMol25 dataset
Level of theory: wB97M-V/def2-TZVPD

The geometry in ORCA input format:
```
! wB97M-V def2-TZVPD RIJCOSX def2/J DEFGRID3
* xyz 0 1
C -1.980 0.738 0.268
C 0.670 -0.392 -0.034
N -2.837 0.314 -0.509
N 0.016 0.837 -0.330
Cl -4.311 -0.185 0.102
H -1.913 0.646 1.364
H 0.443 -1.208 -0.726
H 1.689 -0.185 -0.100
H 0.435 -0.689 1.037
H -0.500 0.886 -1.184
*
```

Values from the calculation:
energy relative to the best compared isomer or geometry (same formula, charge and spin) = 444.7 kJ/mol
gap between HOMO and LUMO (spin up / spin down) = 9.09 / 9.09 eV
HOMO level (spin up / spin down) = -9.40 / -9.40 eV
energy = -17652.9661 eV

***

# 2
Formula: C2H5ClN2S
Source: the OMol25 dataset
Level of theory: wB97M-V/def2-TZVPD

The geometry in ORCA input format:
```
! wB97M-V def2-TZVPD RIJCOSX def2/J DEFGRID3
* xyz 0 1
C 0.017 0.447 -0.152
C 1.515 0.364 -0.066
H -2.162 -1.267 1.324
H -0.255 -1.488 -0.672
H -1.428 1.584 0.017
H 1.975 0.831 -0.976
H 1.802 0.945 0.856
N -0.770 -0.657 -0.446
N -0.418 1.636 0.088
S -2.366 -1.082 -0.009
Cl 2.089 -1.313 0.037
*
```

Values from the calculation:
energy relative to the best compared isomer or geometry (same formula, charge and spin) = 23.8 kJ/mol
gap between HOMO and LUMO = 10.18 eV
HOMO level = -9.53 eV
SMILES = [H]/N=C(/CCl)NS
energy = -28492.2601 eV

***

# 3
Formula: C2H5ClN2S
Source: the OMol25 dataset
Level of theory: wB97M-V/def2-TZVPD

The geometry in ORCA input format:
```
! wB97M-V def2-TZVPD RIJCOSX def2/J DEFGRID3
* xyz 0 1
C -1.349 -0.007 0.844
C -0.033 0.171 0.231
N -1.454 0.003 2.095
N 1.986 -0.441 -1.264
S 0.394 -0.979 -1.001
Cl -0.342 2.011 -0.848
H -2.171 -0.141 0.130
H 0.788 0.445 0.881
H -2.396 -0.133 2.455
H 2.572 -1.218 -1.551
H 2.004 0.289 -1.972
*
```

Values from the calculation:
energy relative to the best compared isomer or geometry (same formula, charge and spin) = 84.4 kJ/mol
gap between HOMO and LUMO = 8.85 eV
HOMO level = -9.22 eV
SMILES = [H]/N=C/[C@H](Cl)SN
energy = -28491.6319 eV

***

# 4
Formula: C2H5ClO
Source: the OMol25 dataset
Level of theory: wB97M-V/def2-TZVPD

The geometry in ORCA input format:
```
! wB97M-V def2-TZVPD RIJCOSX def2/J DEFGRID3
* xyz 0 1
C -0.447 0.797 0.317
C -0.488 -0.480 0.036
O -1.464 -1.257 -0.560
Cl 2.696 0.697 -0.009
H 0.371 1.068 0.978
H -1.187 1.582 0.105
H 2.574 -0.428 -0.346
H 0.232 -1.232 0.321
H -2.288 -0.748 -0.842
*
```

Values from the calculation:
energy relative to the best compared isomer or geometry (same formula, charge and spin) = 66.2 kJ/mol
gap between HOMO and LUMO = 10.05 eV
HOMO level = -9.18 eV
SMILES = C=CO.Cl
energy = -16723.6356 eV

***

# 5
Formula: C2H5ClOS
Source: the OMol25 dataset
Level of theory: wB97M-V/def2-TZVPD

The geometry in ORCA input format:
```
! wB97M-V def2-TZVPD RIJCOSX def2/J DEFGRID3
* xyz 0 1
C 0.853 -0.434 -1.296
C -1.757 0.426 0.443
O -1.306 1.337 -0.163
S 0.567 -1.174 0.136
Cl -3.330 -0.471 -0.430
H 0.840 0.691 -1.030
H 0.578 -0.753 -2.288
H -2.155 0.490 1.481
H -1.211 -0.579 0.545
H 1.190 -0.211 0.901
*
```

Values from the calculation:
energy relative to the best compared isomer or geometry (same formula, charge and spin) = 397.9 kJ/mol
gap between HOMO and LUMO (spin up / spin down) = 6.82 / 7.50 eV
HOMO level (spin up / spin down) = -8.93 / -9.19 eV
energy = -27555.7995 eV

***

# 6
Formula: C2H5ClS
Source: the OMol25 dataset
Level of theory: wB97M-V/def2-TZVPD

The geometry in ORCA input format:
```
! wB97M-V def2-TZVPD RIJCOSX def2/J DEFGRID3
* xyz 0 1
C -1.226 0.195 0.086
C 0.117 0.841 0.062
S 2.368 -1.392 -0.478
Cl 0.395 2.031 -1.047
H -1.642 0.034 -0.992
H -1.131 -0.609 0.818
H -1.800 0.910 0.649
H 0.947 0.406 0.628
H 1.971 -2.417 0.274
*
```

Values from the calculation:
energy relative to the best compared isomer or geometry (same formula, charge and spin) = 272.8 kJ/mol
gap between HOMO and LUMO (spin up / spin down) = 9.45 / 5.68 eV
HOMO level (spin up / spin down) = -9.56 / -7.90 eV
energy = -25509.4305 eV

***

# 7
Formula: C2H5ClS2
Source: the OMol25 dataset
Level of theory: wB97M-V/def2-TZVPD

The geometry in ORCA input format:
```
! wB97M-V def2-TZVPD RIJCOSX def2/J DEFGRID3
* xyz 0 1
C 1.051 0.662 -0.475
C 0.718 -0.216 0.662
S -0.048 0.179 2.070
S 1.387 -1.847 0.474
Cl -4.040 0.681 -0.566
H 0.279 1.258 -0.876
H 1.637 1.372 0.005
H 1.798 0.278 -1.048
H -3.344 0.057 -1.531
H 0.561 -2.423 1.285
*
```

Values from the calculation:
energy relative to the best compared isomer or geometry (same formula, charge and spin) = 133.4 kJ/mol
gap between HOMO and LUMO = 8.38 eV
HOMO level = -8.70 eV
SMILES = CC(=S)S.Cl
energy = -36346.8849 eV

***

# 8
Formula: C2H5F2NOS
Source: the OMol25 dataset
Level of theory: wB97M-V/def2-TZVPD

The geometry in ORCA input format:
```
! wB97M-V def2-TZVPD RIJCOSX def2/J DEFGRID3
* xyz 0 1
C -2.209 0.980 -0.482
C -0.814 0.396 -0.515
N 2.372 -0.595 0.394
O 2.293 -2.836 1.648
F -0.296 -0.414 -1.442
F 0.177 1.375 -0.377
S 1.573 -2.053 0.723
H -2.763 0.923 -1.428
H -2.689 0.411 0.376
H -2.267 1.962 -0.060
H 1.732 0.062 -0.032
H 2.892 -0.211 1.195
*
```

Values from the calculation:
energy relative to the best compared isomer or geometry (same formula, charge and spin) = 253.1 kJ/mol
gap between HOMO and LUMO (spin up / spin down) = 7.25 / 9.39 eV
HOMO level (spin up / spin down) = -7.48 / -9.26 eV
energy = -21959.4944 eV

***

# 9
Formula: C2H5F2NP2
Source: the OMol25 dataset
Level of theory: wB97M-V/def2-TZVPD

The geometry in ORCA input format:
```
! wB97M-V def2-TZVPD RIJCOSX def2/J DEFGRID3
* xyz 0 1
C 0.676 1.797 0.038
C 0.799 0.383 -0.271
N -1.843 0.388 0.485
F 0.441 2.582 -1.065
F 2.036 -0.156 -0.530
P -0.658 -0.452 -0.159
P -0.650 -2.853 -0.154
H -0.377 1.931 0.495
H 1.612 2.094 0.471
H -2.734 -0.132 0.446
H 0.024 -2.589 1.038
H 0.673 -2.993 -0.793
*
```

Values from the calculation:
energy relative to the best compared isomer or geometry (same formula, charge and spin) = 90.7 kJ/mol
gap between HOMO and LUMO = 7.67 eV
HOMO level = -8.36 eV
SMILES = [H]/N=P(\P)=C(\F)CF
energy = -27654.0244 eV

***

# 10
Formula: C2H5F2P
Source: the OMol25 dataset
Level of theory: wB97M-V/def2-TZVPD

The geometry in ORCA input format:
```
! wB97M-V def2-TZVPD RIJCOSX def2/J DEFGRID3
* xyz 0 1
C -1.317 0.035 -0.086
C -0.108 0.934 0.022
F 1.625 0.256 2.724
F 0.739 0.811 -1.110
P 1.347 0.512 1.092
H -2.200 0.669 -0.016
H -1.339 -0.490 -1.038
H -1.373 -0.696 0.717
H 2.398 -0.292 0.628
H 2.012 1.725 1.078
*
```

Values from the calculation:
energy relative to the best compared isomer or geometry (same formula, charge and spin) = 274.1 kJ/mol
gap between HOMO and LUMO = 7.83 eV
HOMO level = -7.79 eV
SMILES = CC(F)=[PH2]F
energy = -16875.6475 eV

***

# 11
Formula: C2H5F2PS2
Source: the OMol25 dataset
Level of theory: wB97M-V/def2-TZVPD

The geometry in ORCA input format:
```
! wB97M-V def2-TZVPD RIJCOSX def2/J DEFGRID3
* xyz 0 1
C -0.946 -1.161 -0.926
C -0.454 -0.861 0.506
F 0.539 2.054 1.772
F 0.158 2.104 -0.336
P 1.443 1.552 0.535
S 3.050 2.345 -0.139
S 1.329 -0.651 0.730
H -0.547 -0.520 -1.760
H -0.711 -2.129 -1.137
H -2.077 -1.268 -1.152
H -0.833 -1.553 1.275
H -0.951 0.088 0.631
*
```

Values from the calculation:
energy relative to the best compared isomer or geometry (same formula, charge and spin) = 18.9 kJ/mol
gap between HOMO and LUMO = 9.77 eV
HOMO level = -9.93 eV
SMILES = CCSP(F)(F)=S
energy = -38551.0771 eV

***

# 12
Formula: C2H5FN2O
Source: the OMol25 dataset
Level of theory: wB97M-V/def2-TZVPD

The geometry in ORCA input format:
```
! wB97M-V def2-TZVPD RIJCOSX def2/J DEFGRID3
* xyz 0 1
C 0.196 -0.516 -0.220
C -1.126 -0.548 -0.847
H 1.715 1.484 0.637
H -0.451 0.346 1.722
H 1.817 -0.426 -0.423
H -1.690 -1.593 -0.861
H -1.131 -0.270 -1.974
N 0.419 -0.021 1.037
N 1.125 -0.603 -1.083
O 1.536 0.845 1.338
F -1.975 0.494 -0.342
*
```

Values from the calculation:
energy relative to the best compared isomer or geometry (same formula, charge and spin) = 321.1 kJ/mol
gap between HOMO and LUMO = 10.45 eV
HOMO level = -9.63 eV
SMILES = [H]/N=C(/CF)NO
energy = -9896.4721 eV

***

Please write out number 12 again, unchanged.
Formula: C2H5FN2O
Source: the OMol25 dataset
Level of theory: wB97M-V/def2-TZVPD

The geometry in ORCA input format:
```
! wB97M-V def2-TZVPD RIJCOSX def2/J DEFGRID3
* xyz 0 1
C 0.196 -0.516 -0.220
C -1.126 -0.548 -0.847
H 1.715 1.484 0.637
H -0.451 0.346 1.722
H 1.817 -0.426 -0.423
H -1.690 -1.593 -0.861
H -1.131 -0.270 -1.974
N 0.419 -0.021 1.037
N 1.125 -0.603 -1.083
O 1.536 0.845 1.338
F -1.975 0.494 -0.342
*
```

Values from the calculation:
energy relative to the best compared isomer or geometry (same formula, charge and spin) = 321.1 kJ/mol
gap between HOMO and LUMO = 10.45 eV
HOMO level = -9.63 eV
SMILES = [H]/N=C(/CF)NO
energy = -9896.4721 eV

***

- energy relative to the best compared isomer or geometry (same formula, charge and spin) of number 10 (C2H5F2P)?
  274.1 kJ/mol

***

- What is the energy in the eighth record?
  -21959.4944 eV

***

- Look up the energy of the sixth one.
  -25509.4305 eV